# 1
{
  "formula": "C5H9IN",
  "method": "ωB97M-V/def2-TZVPD",
  "relative_energy_ev": 4.7782,
  "e_tot_ha": -547.91376,
  "fmax_ev_per_a": 2.792,
  "charge": 1,
  "orbital_gap_ev": [5.434, 5.474],
  "molar_mass_da": 210.038,
  "species": ["C", "C", "C", "C", "C", "N", "I", "H", "H", "H", "H", "H", "H", "H", "H", "H"],
  "positions_angstrom": [[1.6253, -0.9169, 0.5404], [1.6312, 0.3667, 0.3051], [0.4271, -1.5975, -0.1303], [-0.3940, -0.4111, -0.7888], [-0.4816, 1.7228, 0.4701], [0.3839, 0.8693, -0.3721], [3.0350, 3.5849, 0.7089], [2.3673, -1.5670, 1.0138], [0.6203, -2.3581, -0.9129], [-0.3044, -1.9421, 0.6002], [-0.4151, -0.3859, -1.9243], [-1.4024, -0.2302, -0.4904], [-0.8777, 1.1026, 1.2432], [0.0817, 2.6878, 0.7570], [-1.3534, 1.8074, -0.2645], [0.7396, 1.3031, -1.2208]],
  "mulliken_charge": [-0.38, -0.22, -0.39, -0.56, -0.70, 0.02, 0.25, 0.40, 0.34, 0.29, 0.33, 0.33, 0.36, 0.16, 0.37, 0.39]
}

=====

# 2
{
  "formula": "C3H4N4O",
  "method": "ωB97M-V/def2-TZVPD",
  "relative_energy_ev": 5.1459,
  "e_tot_ha": -410.81418,
  "fmax_ev_per_a": 3.162,
  "orbital_gap_ev": [8.011, 6.770],
  "molar_mass_da": 112.092,
  "species": ["C", "C", "C", "N", "N", "N", "N", "O", "H", "H", "H", "H"],
  "positions_angstrom": [[-0.1787, 0.8725, 0.4511], [-1.4384, 0.5143, 0.9586], [0.1234, -0.0007, -0.6885], [-1.9851, -0.4272, 0.1578], [2.3405, -0.5722, 0.6014], [-1.0501, -0.7224, -0.7352], [1.3138, -0.2770, -1.2297], [2.2167, 0.3052, 1.3161], [0.5411, 1.6889, 0.7784], [-1.9438, 0.9153, 1.7841], [-1.3355, -1.1452, -1.6417], [1.3961, -1.1515, -1.7524]],
  "mulliken_charge": [-0.29, -0.43, 0.51, -0.76, 0.26, 0.21, -0.64, -0.17, 0.32, 0.48, 0.28, 0.23]
}

=====

# 3
{
  "formula": "C41H63BrN7OP2V",
  "method": "ωB97M-V/def2-TZVPD",
  "spin_multiplicity": 2,
  "e_tot_ha": -6259.17355,
  "fmax_ev_per_a": 1.555,
  "charge": 1,
  "orbital_gap_ev": [7.336, 7.950],
  "molar_mass_da": 862.799,
  "species": ["V", "C", "C", "C", "P", "C", "C", "C", "C", "C", "C", "C", "C", "C", "N", "C", "C", "C", "C", "C", "C", "P", "C", "C", "C", "C", "C", "C", "H", "H", "H", "H", "H", "H", "H", "H", "H", "H", "H", "H", "H", "H", "H", "H", "H", "H", "H", "H", "H", "H", "H", "H", "H", "H", "H", "H", "H", "H", "H", "H", "H", "H", "H", "H", "N", "C", "O", "C", "C", "H", "H", "H", "H", "H", "H", "N", "C", "C", "C", "N", "H", "H", "H", "H", "Br", "C", "C", "C", "C", "C", "C", "H", "H", "H", "H", "C", "N", "C", "C", "N", "N", "C", "C", "H", "H", "H", "H", "H", "H", "H", "H", "H", "H", "H", "H", "H"],
  "positions_angstrom": [[-0.0982, 0.1237, -0.5107], [3.6394, 0.6696, -2.6228], [3.5406, 0.3901, -1.1221], [4.9141, 0.3398, -0.4613], [2.2352, 1.3957, -0.2648], [2.7072, 3.2128, -0.2044], [1.4888, 4.1333, -0.2356], [3.7608, 3.6655, -1.2147], [2.3938, 0.8991, 1.4732], [3.3710, 1.4155, 2.3194], [3.4421, 1.0473, 3.6504], [2.5165, 0.1405, 4.1447], [1.5537, -0.4029, 3.3145], [1.4746, -0.0334, 1.9685], [0.4940, -0.5985, 1.1069], [-0.0184, -1.8621, 1.5599], [-1.1464, -1.8683, 2.3739], [-1.6707, -3.0578, 2.8491], [-1.0567, -4.2561, 2.5173], [0.0732, -4.2493, 1.7150], [0.6186, -3.0633, 1.2145], [2.1226, -2.9814, 0.1540], [3.4132, -3.9424, 1.0929], [3.2353, -5.4290, 1.3836], [3.6996, -3.1740, 2.3851], [1.6886, -3.9802, -1.3652], [2.9894, -4.2218, -2.1358], [0.8404, -5.2474, -1.2937], [4.1902, -0.1448, -3.1007], [4.1805, 1.5878, -2.8402], [2.6541, 0.7300, -3.0873], [3.0897, -0.6014, -1.0040], [5.4399, 1.2956, -0.5070], [5.5326, -0.3950, -0.9825], [4.8477, 0.0345, 0.5818], [3.1456, 3.3238, 0.7879], [1.8262, 5.1710, -0.1770], [0.8401, 3.9406, 0.6164], [0.9148, 4.0285, -1.1583], [4.0226, 4.7031, -0.9990], [3.3923, 3.6365, -2.2388], [4.6747, 3.0767, -1.1630], [4.1015, 2.1169, 1.9347], [4.2072, 1.4619, 4.2925], [2.5485, -0.1569, 5.1848], [0.8560, -1.1206, 3.7201], [-1.5933, -0.9206, 2.6445], [-2.5468, -3.0493, 3.4846], [-1.4515, -5.1937, 2.8857], [0.5382, -5.1921, 1.4707], [4.2880, -3.8267, 0.4418], [2.4097, -5.6073, 2.0735], [4.1389, -5.8139, 1.8623], [3.0693, -6.0164, 0.4820], [2.8476, -3.2320, 3.0663], [3.9014, -2.1171, 2.1964], [4.5640, -3.6034, 2.8952], [1.1063, -3.2513, -1.9413], [3.6159, -4.9600, -1.6317], [3.5742, -3.3034, -2.2364], [2.7770, -4.6056, -3.1359], [1.3008, -6.0281, -0.6898], [0.7118, -5.6518, -2.3013], [-0.1518, -5.0467, -0.8921], [0.7393, -1.6789, -4.1666], [0.1773, -1.2680, -3.0363], [0.8468, -0.6212, -2.1990], [-1.2561, -1.5300, -2.7202], [-1.3452, -1.4322, -1.2067], [1.7160, -1.4939, -4.3336], [0.2217, -2.2268, -4.8315], [-1.5879, -2.4832, -3.1428], [-1.8209, -0.7289, -3.2043], [-0.9075, -2.3370, -0.7733], [-2.3663, -1.3553, -0.8432], [-0.8138, 2.4026, 3.3174], [-1.1105, 2.9437, 4.5158], [-0.1898, 3.9399, 4.7329], [0.6223, 3.9200, 3.5833], [0.2302, 2.9922, 2.7227], [-1.3298, 1.7003, 2.8103], [-1.9366, 2.5876, 5.1077], [-0.1136, 4.5819, 5.5924], [1.4715, 4.5431, 3.3496], [-5.0747, 3.7456, 2.2716], [-3.7491, 2.6787, 1.4443], [-2.6891, 3.2830, 0.7959], [-1.7165, 2.4874, 0.2007], [-1.7636, 1.0963, 0.2504], [-2.8508, 0.5214, 0.9163], [-3.8431, 1.2952, 1.5052], [-2.6097, 4.3624, 0.7708], [-0.9097, 2.9809, -0.3163], [-2.9525, -0.5551, 0.9759], [-4.6828, 0.8294, 2.0039], [-2.9022, 4.3879, -2.3849], [-2.5053, 2.9994, -2.5243], [-3.4972, 2.0230, -2.1073], [-1.2662, 2.6095, -2.9227], [-0.7717, 1.4745, -2.5076], [-0.5879, 3.4755, -3.7544], [-1.2856, 4.1167, -4.8661], [0.7993, 3.1959, -4.0574], [-3.2834, 4.5458, -1.3734], [-3.6946, 4.6598, -3.0878], [-2.0505, 5.0442, -2.5408], [-4.2943, 1.9499, -2.8532], [-3.9374, 2.3257, -1.1554], [-3.0290, 1.0545, -1.9693], [0.0690, 1.2702, -3.0336], [-2.3597, 4.0189, -4.7564], [-0.9975, 3.6401, -5.8080], [-1.0306, 5.1757, -4.9239], [0.9066, 2.4504, -4.8573], [1.3153, 2.8362, -3.1724], [1.2807, 4.1163, -4.3882]],
  "lowdin_spin": [1.16, 0.00, 0.00, 0.00, -0.01, 0.00, 0.00, 0.00, -0.01, 0.00, -0.01, 0.00, -0.01, 0.00, -0.06, 0.00, 0.00, 0.00, 0.00, 0.00, 0.00, 0.00, 0.00, 0.00, 0.00, 0.00, 0.00, 0.00, 0.00, 0.00, 0.00, 0.00, 0.00, 0.00, 0.00, 0.00, 0.00, 0.00, 0.00, 0.00, 0.00, 0.00, 0.00, 0.00, 0.00, 0.00, 0.00, 0.00, 0.00, 0.00, 0.00, 0.00, 0.00, 0.00, 0.00, 0.00, 0.00, 0.00, 0.00, 0.00, 0.00, 0.00, 0.00, 0.00, 0.00, 0.00, 0.00, 0.00, -0.03, 0.00, 0.00, 0.00, 0.00, 0.00, 0.00, 0.00, 0.00, 0.00, 0.00, 0.00, 0.00, 0.00, 0.00, 0.00, 0.00, 0.00, 0.00, 0.00, -0.05, 0.00, 0.00, 0.00, 0.00, 0.00, 0.00, 0.00, 0.00, 0.00, 0.00, 0.00, 0.00, 0.00, 0.00, 0.00, 0.00, 0.00, 0.00, 0.00, 0.00, 0.00, 0.00, 0.00, 0.00, 0.00, 0.00, 0.00]
}

=====

# 4
{
  "formula": "C3H3BrF2O",
  "method": "ωB97M-V/def2-TZVPD",
  "relative_energy_ev": 5.5993,
  "e_tot_ha": -2964.88247,
  "fmax_ev_per_a": 4.793,
  "orbital_gap_ev": 9.288,
  "molar_mass_da": 172.956,
  "species": ["C", "C", "C", "O", "F", "F", "Br", "H", "H", "H"],
  "positions_angstrom": [[0.0471, -0.1629, 0.7507], [1.4297, -2.3813, 0.8185], [-0.7055, 1.5698, -0.6123], [-0.1608, 0.2719, -0.4233], [-0.5164, 0.6897, 1.6253], [0.2338, -3.0027, 0.8377], [1.9111, -2.4713, -0.9167], [-1.6832, 1.7369, -0.4239], [-0.5288, 1.7137, -1.7275], [-0.0269, 2.0361, 0.0715]],
  "mulliken_charge": [0.11, 0.05, -0.61, -0.09, -0.17, -0.08, -0.02, 0.29, 0.21, 0.32]
}